[1]
C45H44BrN2OP2SiTc as an isolated structure. Source: the Open Molecules 2025 dataset; level of theory: ωB97M-V/def2-TZVPD.

```
97
Properties=species:S:1:pos:R:3:mulliken_charge:R:1
Tc -0.0154 0.3881 -1.1659 -0.5061
C -2.0178 -3.7387 -1.9353 -1.0017
Si -0.5599 -2.6990 -2.3935 0.1587
C -0.0185 -3.0322 -4.1281 -1.2167
C 0.8404 -2.9528 -1.1857 -0.3616
N -0.9396 -0.9183 -2.2761 0.5164
C -1.7889 -0.3083 -3.2357 0.4432
C -2.8155 -0.9796 -3.9128 -0.4446
C -3.5438 -0.3417 -4.8998 -1.0418
C -3.2498 0.9714 -5.2531 -0.8203
C -2.2540 1.6682 -4.5832 -1.0262
C -1.5811 1.0265 -3.5694 0.6389
O -0.5281 1.6181 -2.8191 0.6816
C -0.3670 3.0424 -2.7548 -0.0123
C -1.4362 3.8595 -2.4605 0.4807
C -1.2077 5.2279 -2.3734 -0.9764
C 0.0718 5.7431 -2.5554 -0.6891
C 1.1303 4.8884 -2.8358 -0.8956
C 0.9109 3.5202 -2.9438 -0.5407
H -1.6581 -4.6341 -1.4142 0.4476
H -2.5542 -4.0782 -2.8284 0.5432
H -2.7260 -3.2259 -1.2775 0.0559
H 0.1123 -4.1161 -4.2500 0.4689
H 0.9379 -2.5606 -4.3743 0.3184
H -0.7622 -2.7091 -4.8615 0.3931
H 0.7796 -3.9621 -0.7604 0.6088
H 0.7997 -2.2456 -0.3546 -0.5661
H 1.8171 -2.8592 -1.6762 0.3226
H -3.0381 -2.0104 -3.6522 0.3988
H -4.3395 -0.8750 -5.4071 0.4853
H -3.7925 1.4570 -6.0553 0.4782
H -2.0128 2.6868 -4.8556 0.6193
H -2.4306 3.4500 -2.3228 0.6403
H -2.0396 5.8933 -2.1696 0.5233
H 0.2403 6.8116 -2.4913 0.4709
H 2.1249 5.2878 -2.9984 0.5038
H 1.7164 2.8393 -3.2012 0.4826
Br 6.1376 -0.0770 -3.7044 -0.0272
C 4.4332 0.0129 -2.9865 -0.1298
C 3.3182 -0.1733 -3.7917 -1.0375
C 2.0684 -0.1074 -3.2216 -0.7939
N 1.8839 0.1270 -1.9068 1.6525
C 2.9723 0.3097 -1.1360 -0.3699
C 4.2526 0.2657 -1.6322 -0.9352
H 3.4196 -0.3634 -4.8512 0.5577
H 1.1784 -0.2434 -3.8204 0.5222
H 2.7987 0.4918 -0.0829 0.5185
H 5.0971 0.4232 -0.9760 0.5090
C -0.3049 -0.3165 2.9026 -1.7635
P -0.6992 -0.2708 1.0749 2.4163
C -2.1443 -1.3545 0.9898 1.2927
C -2.0859 -2.6048 1.6113 -0.8110
C -3.1765 -3.4610 1.5539 -0.9012
C -4.3239 -3.0811 0.8679 -0.6488
C -4.3648 -1.8640 0.2001 -1.2539
C -3.2746 -1.0062 0.2468 -0.3190
C -1.1994 1.4881 0.9306 0.4540
C -2.4614 2.0435 1.1554 -0.8962
C -2.6085 3.4236 1.1457 -0.8133
C -1.5201 4.2542 0.8894 -0.7626
C -0.2655 3.7161 0.6347 -0.7296
C -0.1074 2.3370 0.6569 -0.1915
P 1.3953 0.0423 3.4777 0.6966
C 1.3721 0.5144 5.1655 0.8392
C 0.1882 0.6431 5.9159 -0.5461
C 0.2737 0.9771 7.2504 -0.7401
C 1.5175 1.2316 7.8338 -0.4865
C 2.6910 1.1447 7.0862 -0.6904
C 2.6247 0.8043 5.7525 -0.4205
C 2.4133 -1.4016 3.2381 0.4629
C 3.0130 -2.0787 4.3104 -0.5230
C 3.7637 -3.2135 4.0594 -0.7621
C 3.9492 -3.6608 2.7553 -0.6932
C 3.3687 -2.9829 1.6846 -0.7511
C 2.6154 -1.8492 1.9196 1.0165
H -0.5744 -1.2860 3.3192 0.9583
H -0.9614 0.4457 3.3163 0.7730
H -1.1909 -2.9277 2.1370 0.4436
H -3.1313 -4.4242 2.0468 0.4516
H -5.1826 -3.7415 0.8417 0.4269
H -5.2496 -1.5793 -0.3579 0.4718
H -3.3159 -0.0711 -0.2963 0.2457
H -3.3131 1.4129 1.3748 0.6205
H -3.5821 3.8571 1.3453 0.5156
H -1.6531 5.3295 0.8857 0.4992
H 0.5816 4.3599 0.4300 0.5578
H 0.8981 1.9121 0.5339 0.0668
H -0.7849 0.4517 5.4820 0.3809
H -0.6282 1.0424 7.8447 0.4363
H 1.5682 1.5153 8.8780 0.4229
H 3.6487 1.3552 7.5444 0.4377
H 3.5320 0.7607 5.1592 0.4841
H 2.8649 -1.7479 5.3296 0.4768
H 4.2051 -3.7547 4.8871 0.4417
H 4.5552 -4.5396 2.5712 0.4359
H 3.5168 -3.3351 0.6712 0.5218
H 2.1829 -1.3084 1.0881 -0.5919
```

Calculated values
LUMO energy (spin up / spin down) in eV: -8.58 / -10.47
<S²>: 3.7840
Spin multiplicity: 4
Total charge: +3
HOMO level (spin up / spin down) in eV: -15.077 / -15.529


[2]
C30H39BaN6O3SSi as an isolated structure. Source: the Open Molecules 2025 dataset; level of theory: ωB97M-V/def2-TZVPD.

```
81
Properties=species:S:1:pos:R:3:mulliken_charge:R:1
Ba -1.2287 0.0149 -1.5831 1.6198
C -3.8088 -1.2156 2.4685 -0.3702
C -3.4203 -0.7184 1.2309 -0.1807
N -2.6181 -1.4105 0.4281 -0.0916
C -2.1936 -2.6049 0.8528 0.3698
C -2.5822 -3.0819 2.1006 -0.5282
N -3.3855 -2.3943 2.9031 -0.5648
C -1.2610 -3.3759 -0.0187 -0.2352
C -1.2592 -4.7627 -0.0014 -0.6445
C -0.3493 -5.4569 -0.7903 0.3564
C 0.5427 -4.7108 -1.5521 -0.2415
C 0.4817 -3.3252 -1.5169 -0.1585
N -0.4206 -2.6654 -0.7825 -0.1820
C 1.4475 -2.5016 -2.2939 0.1280
C 2.7415 -2.9492 -2.5410 -0.5450
N 3.6280 -2.2260 -3.2133 -0.5677
C 3.2294 -1.0385 -3.6455 -0.3976
C 1.9471 -0.5695 -3.3904 -0.2224
N 1.0589 -1.2949 -2.7183 0.0006
C -0.3353 -6.9371 -0.8228 0.3307
C 0.8633 -7.6387 -0.8720 -0.5525
C 0.8240 -9.0248 -0.8964 -0.3954
N -0.3047 -9.7265 -0.8859 -0.5810
C -1.4483 -9.0504 -0.8433 -0.4171
C -1.5182 -7.6659 -0.8044 -0.5015
H -4.4619 -0.6463 3.1173 0.4282
H -3.7495 0.2573 0.8896 0.4401
H -2.2138 -4.0301 2.4726 0.4945
H -1.9640 -5.3000 0.6179 0.6964
H 1.2483 -5.2108 -2.2011 0.9093
H 3.0809 -3.9058 -2.1637 0.5460
H 3.9416 -0.4386 -4.1975 0.4212
H 1.6396 0.4129 -3.7323 0.4410
H 1.8158 -7.1247 -0.8618 0.4927
H 1.7446 -9.5958 -0.9247 0.3757
H -2.3561 -9.6422 -0.8398 0.3737
H -2.4817 -7.1729 -0.7887 0.4746
C 1.8936 2.0540 1.7440 -1.6462
C 1.0038 0.9563 1.1811 1.6333
C 1.8594 -0.1311 0.5469 -1.7302
C 0.1097 0.3755 2.2684 -1.3691
O 0.1446 1.4580 0.1134 0.5857
Si -0.5338 3.0157 -0.0291 0.0185
S -1.8609 2.8816 -1.6076 -0.7104
O -1.1821 3.2390 1.4527 -0.3056
C -1.6774 4.4490 2.0718 1.6752
C -2.2733 5.3851 1.0293 -1.5127
C -2.7457 3.9961 3.0545 -1.7608
C -0.5150 5.1115 2.7982 -1.5098
O 0.6653 4.1091 -0.1945 0.0895
C 1.4599 4.5280 -1.3188 1.6168
C 1.8506 3.3219 -2.1706 -1.3682
C 0.6658 5.5373 -2.1356 -1.7561
C 2.7018 5.1771 -0.7258 -1.7322
H 2.5299 1.6313 2.5230 0.5864
H 1.3027 2.8577 2.1795 0.1450
H 2.5306 2.4770 0.9682 0.2333
H 2.5308 -0.5687 1.2863 0.5018
H 2.4628 0.2834 -0.2638 0.2946
H 1.2329 -0.9369 0.1532 0.2513
H 0.7107 -0.0276 3.0844 0.4684
H -0.4982 -0.4403 1.8648 0.2489
H -0.5521 1.1478 2.6585 0.0641
H -3.0752 4.8918 0.4797 0.3123
H -1.5135 5.7102 0.3161 0.1632
H -2.6783 6.2724 1.5177 0.5230
H -3.5644 3.5104 2.5211 0.3705
H -3.1485 4.8479 3.6036 0.4134
H -2.3239 3.2908 3.7724 0.3592
H 0.2690 5.3789 2.0888 0.1169
H -0.0992 4.4319 3.5446 0.3100
H -0.8482 6.0163 3.3084 0.5302
H 0.9594 2.8730 -2.6166 0.2295
H 2.3685 2.5783 -1.5594 0.2459
H 2.5185 3.6341 -2.9751 0.6282
H -0.2395 5.0829 -2.5371 0.2882
H 1.2690 5.9147 -2.9633 0.4763
H 0.3845 6.3826 -1.5062 0.3614
H 3.2662 4.4574 -0.1309 0.3609
H 2.4154 6.0075 -0.0802 0.3650
H 3.3500 5.5590 -1.5155 0.4131
```

Calculated values
LUMO energy in eV: -3.77
Spin multiplicity: 1
Total charge: +1
HOMO level in eV: -10.624


[3]
A 2-piece molecular cluster, C16H34IN2O5PS3 overall in a non-equilibrium geometry. Source: the Open Molecules 2025 dataset; level of theory: ωB97M-V/def2-TZVPD.

```
62
Properties=species:S:1:pos:R:3:mulliken_charge:R:1
C 0.4576 2.3469 3.8910 -0.5911
N 1.1650 1.0099 3.9300 -0.3182
C 0.3998 -0.0523 3.1127 -0.2556
C 0.6674 0.0679 1.5028 -0.7694
C 0.1184 -1.1726 0.5930 0.8792
C -1.2400 -1.9094 1.1293 -0.5048
C -2.6529 -1.2203 0.6772 -0.9383
C -2.8707 0.3308 1.1538 0.2111
C -3.6266 0.4708 2.6394 -0.2643
C -4.1247 2.0665 2.6972 -0.6310
N -2.9228 3.0260 2.6523 -0.5160
P -0.2406 -0.4174 -1.1673 -0.0248
S -0.8435 -1.7492 -2.4622 -0.3652
C 1.2327 -2.3504 0.3436 -0.3811
C 1.5542 -3.2788 1.6715 -1.2888
C 2.6551 -1.8596 -0.2899 -0.1373
C 2.9152 -2.3127 -1.8540 -0.6417
C 3.7660 -1.1260 -2.6521 0.0574
O 3.2026 -0.0793 -3.2692 -0.4290
I 5.9917 -1.2913 -2.6816 0.0063
O 2.9319 -0.4203 -0.2100 -0.3737
S 2.5623 0.2385 1.3164 1.2224
O 2.9843 1.7330 1.4943 -0.6638
O 3.3362 -0.5550 2.4176 -0.6429
H -0.7002 2.2118 4.0773 0.2616
H 0.6991 2.8418 2.8342 0.1333
H 0.8412 3.0520 4.7685 0.3168
H 1.0767 0.6842 4.9334 0.3137
H -0.7338 0.1377 3.3316 -0.3217
H 0.6843 -1.0796 3.5956 0.2737
H 0.2510 1.1374 1.1741 0.5248
H -1.2944 -2.0935 2.2844 0.2827
H -1.2359 -2.9981 0.6369 0.4241
H -3.5134 -1.8517 1.2135 0.4228
H -2.8978 -1.3072 -0.4799 0.1886
H -3.6539 0.8041 0.3866 0.3712
H -1.9228 1.0136 1.0973 -0.4462
H -2.8953 0.3234 3.5406 0.1266
H -4.5421 -0.2595 2.6189 0.3444
H -4.8447 2.2878 3.5933 0.3454
H -4.7399 2.3012 1.7014 0.2684
H -2.4996 3.0438 1.6853 0.2112
H -3.2525 4.0238 2.7936 0.2633
H 0.9227 0.2235 -1.7459 0.1601
H -1.2742 0.6194 -1.1154 0.1789
H 0.7484 -3.0970 -0.4525 0.6458
H 2.4947 -3.9810 1.4568 0.4613
H 0.6446 -4.0275 1.8142 0.3273
H 1.8231 -2.6704 2.6341 0.1201
H 3.5112 -2.3982 0.3443 0.5543
H 1.9420 -2.5161 -2.4708 0.2191
H 3.6040 -3.2838 -1.9327 0.3873
C 0.1163 0.2400 -6.4424 -0.9959
S 0.1405 1.4152 -5.0674 0.7449
O -1.2801 1.8014 -4.7790 -0.6743
C 0.8944 2.7710 -5.9980 -1.0682
H -0.3544 -0.6851 -6.1010 0.2752
H -0.4576 0.6517 -7.2761 0.3692
H 1.1401 0.0284 -6.7596 0.3496
H 0.2719 3.0245 -6.8594 0.3545
H 1.8923 2.4751 -6.3300 0.3428
H 0.9754 3.6405 -5.3414 0.3042
```

Calculated values
LUMO energy in eV: -0.21
Spin multiplicity: 1
Total charge: 0
HOMO level in eV: -8.734


[4]
C8H9N3 in the gas phase in a non-equilibrium geometry. Source: the Open Molecules 2025 dataset; level of theory: ωB97M-V/def2-TZVPD.

```
20
Properties=species:S:1:pos:R:3:mulliken_charge:R:1
C 1.5563 1.4446 0.3521 -1.1842
C 1.2332 -0.0327 0.1768 0.6489
C 2.5361 -0.8161 0.1863 -1.4285
C -0.1276 -0.8162 -0.0264 0.6824
C 0.1908 -2.0072 -0.7026 -0.0414
N 0.3666 -2.8754 -1.4173 -0.4806
N -1.4136 -0.4007 -0.0506 0.0848
C -1.8381 0.6909 0.6697 -0.4771
C -3.0960 0.9791 0.2761 -0.3015
N -3.4363 0.2041 -0.7215 -0.6551
C -2.4129 -0.6154 -0.9531 0.0051
H 1.0603 2.0455 1.1615 0.3314
H 2.6235 1.5077 0.5007 0.3919
H 1.4076 1.9644 -0.6383 0.2670
H 2.4333 -1.8115 -0.1895 0.4255
H 3.2582 -0.0798 -0.3262 0.3298
H 2.9379 -0.8311 1.2212 0.3107
H -1.2421 0.9983 1.4870 0.4105
H -3.6912 1.7328 0.8145 0.3273
H -2.3458 -1.2812 -1.8204 0.3530
```

Calculated values
LUMO energy (spin up / spin down) in eV: -0.41 / -0.41
SMILES: CC(C)=C(C#N)n1ccnc1
Spin multiplicity: 1
Total charge: 0
HOMO level (spin up / spin down) in eV: -8.624 / -8.624